Entry 1:
17
Properties=species:S:1:pos:R:3:forces:R:3:mulliken_charge:R:1 method="wB97M-V/def2-TZVPD" smiles="N#C[C@]1(F)C=C[C@H](F)C(F)(F)[C@@]1(F)I" lumo_ev=-0.140 homo_lumo_gap_ev=10.368 e_homo_ha=-0.386 de_lowest_kcal_mol=0.00
C 0.0780 1.1171 -1.1881 -2.3354 0.1102 1.0555 -0.534
C -0.8706 -1.0674 -0.1633 -0.3672 -1.3956 0.0179 0.632
F -2.3026 0.4334 -1.1313 -0.1610 1.0475 -0.2681 -0.298
F -1.6752 -0.9346 0.9292 0.6699 0.9555 -0.3645 -0.290
H -0.9228 -0.5608 -2.1734 -0.0024 0.3444 0.1645 0.326
H 1.3975 2.4344 -0.1142 -0.6910 -1.8316 0.2525 0.318
H -0.1758 1.7674 -2.0230 0.7618 0.3838 0.2414 0.411
I 1.8769 -1.7450 -1.2343 0.8215 -0.3076 -0.8214 0.256
C 0.8320 1.4357 -0.1202 0.4639 0.4457 -0.8814 -0.537
C -1.0160 -0.0053 -1.2242 1.0316 -0.7831 -0.3296 0.097
C 0.5898 -1.1688 0.2451 -0.3109 3.2384 2.6172 -0.115
N -0.4151 1.1663 2.9734 -1.1235 0.3581 1.2308 -0.479
C 0.0283 0.6563 2.0598 1.4153 0.1741 -0.1705 0.040
F 2.2610 0.3829 1.5145 -0.3756 -0.2408 -0.1714 -0.305
C 0.9965 0.3985 1.0124 -0.9026 -1.4587 -3.3643 1.130
F 0.6091 -2.0078 1.2639 0.5680 -1.5190 1.2993 -0.305
F -1.2911 -2.3024 -0.6263 0.5375 0.4788 -0.5079 -0.347

***

Entry 2:
61
Properties=species:S:1:pos:R:3:forces:R:3:mulliken_charge:R:1 method="wB97M-V/def2-TZVPD" multiplicity=2 lumo_ev="-4.725 / -8.420" homo_lumo_gap_ev="8.024 / 4.281" e_homo_ha="-0.469 / -0.467" de_lowest_kcal_mol=56.18 s2=0.75 total_charge=+1
H 3.4329 2.2259 -1.8907 -0.0914 0.1865 0.4028 0.339
H -1.8683 -2.3282 -1.2122 -0.7792 0.4556 -0.4617 0.306
H -5.1270 2.3592 0.5132 0.8385 -0.9963 0.3232 0.381
H 2.3956 0.1772 0.8513 -0.8993 0.3653 0.6554 0.462
H 1.3823 -1.1761 -3.7288 0.2200 -0.2074 -0.7029 0.351
H 1.8617 2.8717 -3.8252 0.2186 0.0548 -0.1774 0.280
H -4.4501 0.0576 2.7666 -0.4307 0.0948 -0.3498 0.418
O -0.5196 3.0449 2.0983 -0.4667 -0.3346 1.2663 -0.657
H -5.8038 0.7653 0.5762 -0.0288 -0.1116 -0.0745 0.453
O 2.3161 -1.0324 -3.5100 -1.0967 -0.1698 0.6241 -0.692
O 2.5302 -2.9256 0.4172 -0.3761 -0.2621 -0.0127 -0.629
C -2.4245 0.8469 0.0113 0.7214 0.6168 0.9893 1.165
H -2.8233 -0.5396 2.1704 0.1875 -0.4765 0.3596 0.268
H 3.3945 -3.3344 0.3570 0.1351 0.2569 0.1256 0.280
O -3.8624 -3.0761 0.0772 -0.1130 -1.8440 0.1138 -0.605
H 0.7470 0.4747 -3.8732 0.1046 0.1448 0.0791 0.339
H -0.6353 3.8127 1.5190 0.0845 -0.5944 -0.1311 0.484
O -0.0828 -3.5729 3.0627 -0.9883 0.0305 -0.6306 -0.633
H 1.2154 -2.8746 -0.5670 -0.7675 1.1694 -0.1326 0.480
O 0.5862 -2.3213 -1.1336 0.3942 -2.2060 -0.9347 -0.590
C -3.7321 -0.0103 1.9599 0.9864 -0.2325 0.7334 -0.856
O 4.9009 -0.5521 1.3535 -0.6527 -1.2889 -0.3421 -0.658
H -0.1004 -1.2314 0.5356 1.2746 -0.1878 -0.6286 -0.139
H 4.1947 2.5738 -0.5677 0.0453 -0.1316 -0.0202 0.240
O -0.0554 4.2769 -0.2507 0.0691 0.2242 -0.1710 -0.805
H -1.9908 0.1872 -2.1486 0.0177 0.0187 0.6553 0.147
H 2.5297 -2.0329 0.8204 0.1831 -0.3823 0.1990 0.401
C -1.7481 -1.3901 -0.6527 0.6820 -3.4302 -0.4016 -0.686
H -0.1104 -4.2661 2.3834 0.3953 0.0542 0.3269 0.309
H 0.4266 0.9179 -0.7455 0.2018 0.1617 0.2935 -0.207
H 1.6007 1.6864 -0.1732 0.3577 0.4560 -0.1296 -0.168
H -0.5542 2.1791 1.6661 0.3344 0.9226 -0.3813 0.068
H 0.2509 -1.7352 3.8426 0.2165 0.0221 -0.3952 0.304
H 2.2157 -1.4090 -2.6191 0.7482 0.0591 0.1518 0.337
O 3.3761 2.2073 -0.9151 -0.2112 -0.2781 0.1418 -0.525
C -2.4346 -0.1821 -1.2041 -0.8273 1.2076 -0.0693 -0.279
H -0.9148 -3.1056 2.8663 0.3069 -0.3038 0.2172 0.288
H -3.8683 -2.1386 0.1884 -0.8026 0.5701 -0.4667 0.273
C -4.9058 1.2761 0.2279 -1.6867 1.3707 -1.0121 -1.452
H 3.9264 -0.6188 1.2933 0.7520 0.4820 0.5557 0.310
H 1.4795 -1.1278 4.4036 0.1121 0.3963 -0.2981 0.279
H 2.1066 3.8716 -2.7108 0.0645 0.1463 0.1104 0.328
H 0.0227 1.4157 -2.9176 0.0953 0.1560 -0.0613 0.244
H -4.9458 1.4161 -0.8763 0.3220 -0.5003 0.5870 0.346
H -4.6278 -3.4574 -0.3908 0.3061 0.8647 0.3849 0.293
H 0.7655 3.9162 0.1046 0.2779 0.2561 -0.0643 0.332
O 2.5508 3.1956 -3.2329 -0.4018 -0.1209 -0.2800 -0.661
H -1.5327 0.5963 0.5815 -0.2527 -0.4654 0.5510 -0.365
C -0.1838 -1.3880 -0.5621 -1.1577 3.9887 1.4424 1.491
O -0.1332 0.7096 -3.5517 -0.1304 0.0725 0.0559 -0.596
H -3.5208 -0.2707 -1.3939 0.5668 -0.7033 -0.3975 0.575
H 5.1050 -1.5085 1.3283 0.4734 0.7695 0.0930 0.246
H -2.2556 1.9458 0.0007 -0.5823 -0.2942 -1.3567 0.177
H 0.0382 -0.4065 -1.0928 0.0678 -1.2275 0.4785 -0.782
H -2.1134 -1.7105 0.3478 0.1194 0.6071 -0.5050 0.033
H -0.5875 3.4802 -0.2247 -0.1362 -0.1713 -0.4838 0.304
H 1.4573 -0.1702 2.1784 0.0972 0.2517 -0.0253 0.204
O 0.8388 -0.9823 3.6910 -0.3300 -0.1870 1.0010 -0.636
C -3.6999 0.6776 0.7535 0.3615 1.1051 -0.4656 0.552
O 2.1212 -0.4502 1.5361 1.0724 -0.6303 -1.0575 -0.528
O 0.6671 1.4892 -0.0024 -0.2027 0.2000 -0.2973 0.058

***

Entry 3:
61
Properties=species:S:1:pos:R:3:forces:R:3:mulliken_charge:R:1 method="wB97M-V/def2-TZVPD" lumo_ev=-0.315 homo_lumo_gap_ev=8.941 e_homo_ha=-0.340 de_lowest_kcal_mol=43.44
O 4.1235 1.1687 -0.8593 -0.2199 -0.0249 0.1418 -0.644
H 1.0516 -0.6036 -1.2153 -0.2938 -0.0814 -0.1792 -0.024
H -1.7206 1.1147 -2.6860 0.1723 0.1127 -0.0389 0.421
H -0.7172 1.2174 4.3791 -0.0006 -0.1682 0.2421 0.447
C -1.0108 -0.1071 0.1033 -0.6304 -0.3040 0.3252 -0.139
H -2.4717 1.1956 0.9605 0.0428 -0.1836 0.0695 0.248
H -1.3720 -2.0228 -0.6023 -0.0497 0.0268 0.4385 0.386
H -0.3705 1.9076 -2.5216 -0.0792 -0.0506 -0.0047 0.236
O 1.0644 -3.0246 2.7047 -0.0756 -0.0765 0.3283 -0.672
H 2.7781 1.9788 -1.6164 -0.1730 0.2798 -0.1041 0.327
H 1.9374 -2.9829 -1.2354 0.2290 0.0378 0.1065 0.501
H 2.0075 0.2087 2.9512 -0.2517 -0.3457 0.3267 0.406
H 2.2102 3.2486 -2.3369 0.0849 -0.0624 -0.0186 0.266
O -1.3311 2.0111 -2.5314 -0.0076 0.0189 0.0491 -0.790
O -0.2786 -4.4652 0.7923 -0.6055 -1.4456 1.0230 -0.732
H -0.5101 2.9556 2.9605 -0.0631 0.0216 -0.1744 0.342
H -2.0122 -1.0638 -2.2470 0.2966 0.6517 0.1070 0.431
H 1.9610 -0.3866 -3.6223 0.1227 -0.3183 0.1728 0.294
H 3.0477 1.2998 1.2355 -0.0466 0.1810 -0.0915 0.257
O -1.2349 2.6178 3.4996 -0.0150 0.1014 0.0054 -0.768
H 0.9743 -0.2290 4.0594 0.2623 0.0910 -0.1050 0.416
C -3.2499 -0.8014 1.1170 -0.2166 -0.0412 -0.0640 -1.442
O 2.3980 1.5061 1.9144 0.1355 0.0928 0.0794 -0.666
H 0.7250 -0.6834 -4.8284 0.1337 -0.2785 -0.1349 0.420
H -2.7867 -1.0514 2.0703 0.1063 0.0207 0.0912 0.308
C 1.0175 -2.6918 -0.7333 0.2028 0.7318 -0.3696 -2.266
H -0.6953 -1.9435 -3.2525 0.1631 0.1105 0.0961 0.343
H -2.9481 0.5522 -0.5637 -0.0388 -0.1897 0.0471 0.299
H 4.0522 0.2138 -0.9674 0.2748 -0.0077 -0.0298 0.317
H 1.1897 -2.5415 0.3294 0.2459 0.2558 -0.0182 0.163
C -2.4645 0.2728 0.3777 0.0344 0.2879 0.0389 -0.366
H 0.6712 -3.4160 3.4917 0.0663 0.0068 0.0174 0.299
H -4.2728 -0.4734 1.3236 0.1077 0.0338 -0.0192 0.425
O -0.4194 0.4575 4.9259 -0.1113 0.0591 -0.0303 -0.700
H 1.2441 2.9799 -0.3143 -0.2213 0.0844 0.1000 0.376
H -0.2056 0.8280 5.7871 -0.0064 -0.0079 -0.0140 0.309
H 0.4278 0.4132 -3.5571 -0.0299 -0.4188 0.2651 0.042
O 1.9550 2.4588 -1.8498 -0.0604 -0.1079 -0.1677 -0.581
C 0.3249 -1.7098 -2.9539 0.8092 -0.4836 0.0394 -1.218
H -0.4338 0.7490 -0.2448 -0.0934 0.0013 -0.1705 -0.027
H -3.3427 -1.7283 0.5532 0.0457 -0.1012 -0.1340 0.337
H -0.5581 -3.7606 0.2241 -0.5753 0.1522 0.5239 0.263
O 0.7775 3.1946 0.5168 -0.0234 0.0773 0.0947 -0.812
H 0.3669 -3.5516 -0.7734 0.4870 0.0886 -1.1399 0.825
H 0.8652 -2.6265 -3.2361 0.1191 0.2209 0.2449 0.406
H -1.7214 2.6832 -1.0214 -0.0784 -0.1785 0.3456 0.394
H -0.1796 3.1929 0.2943 0.1848 0.0093 0.1033 0.406
O 1.7536 -0.5334 3.5493 -0.0705 -0.0373 -0.1109 -0.780
H 0.2166 -4.0383 1.5150 -0.0732 0.2165 -0.2244 0.454
O -2.3843 -0.4842 -2.9551 -0.9217 0.3278 -0.6810 -0.742
H -2.2686 3.9233 -0.3460 0.0131 0.0669 0.2724 0.248
N -0.9552 -1.1590 -0.9255 0.9205 -0.0947 0.5055 -0.259
C 0.4076 -1.4735 -1.4231 -0.1921 -0.4361 -0.3053 1.757
H -2.2076 -0.8826 -3.8109 -0.1387 0.0241 -0.0069 0.316
H 1.3024 -2.1084 2.9847 0.1405 0.1273 -0.1255 0.367
H 5.0342 1.4331 -1.0197 0.0637 -0.2070 0.0037 0.267
H -1.9835 2.4955 2.9054 0.1055 0.0439 -0.1201 0.303
H 1.7629 2.1482 1.5320 0.0707 -0.1404 -0.1719 0.406
O -1.8643 3.0782 -0.1156 -0.0841 0.4710 -0.7128 -0.588
H -0.5713 -0.3979 1.0665 0.2443 -0.2348 -0.0939 0.168
C 0.8946 -0.5630 -3.7588 -0.4377 0.9930 -0.6435 -0.978

***

Entry 4:
16
Properties=species:S:1:pos:R:3:forces:R:3:mulliken_charge:R:1 method="wB97M-V/def2-TZVPD" lumo_ev=2.575 homo_lumo_gap_ev=6.649 e_homo_ha=-0.150 total_charge=-1
C 0.6440 1.5037 -0.4631 -1.1329 0.5912 -1.0167 0.597
F 1.0737 -0.5196 2.6509 0.8234 -0.4668 1.9226 -0.275
C 0.5667 -0.2293 1.5130 1.0804 4.9278 -4.9211 0.298
C -1.2649 2.8074 2.3505 0.0638 1.1229 -0.8614 0.806
F 0.9617 2.6889 -1.1569 -0.2833 -1.4782 0.7321 -0.326
H 1.8164 2.0728 1.2558 -1.0896 -1.7187 -0.6433 0.322
H -0.7719 0.8365 -2.0977 1.1164 -0.1195 2.2674 0.206
O -2.1805 2.7009 1.6214 1.3012 -0.3307 1.3871 -0.395
H -1.2728 -1.1424 -1.0261 -2.1768 -2.1975 -1.5018 0.447
O -0.3337 3.0779 3.0142 -1.3382 -0.8153 -0.5339 -0.418
C 1.1485 1.2860 0.7455 -0.0807 -2.5914 3.9299 -0.609
C -0.2235 -1.0123 0.7461 0.2145 -1.9597 2.6622 -0.128
Br -1.6386 -3.9856 -0.1642 -0.0616 -0.1224 -0.0297 -0.882
H -0.5123 -2.0926 1.0356 0.3523 1.7448 -0.3061 0.021
C -0.3220 0.6256 -1.0325 -0.7469 0.8770 -2.8110 -0.400
C -0.7152 -0.5374 -0.4477 1.9581 2.5364 -0.2763 -0.263